# 1
Entry from OMol25: a cluster of 2 separate species, C5H8N2 in total at a distorted geometry (wB97M-V/def2-TZVPD).

Geometry as ORCA input:
```
! RIJCOSX wB97M-V def2-TZVPD def2/J DEFGRID3
* xyz 0 1
C 2.29325 0.26420 0.23702
C -0.58327 0.63467 -0.35820
C -0.64500 1.86608 0.49441
C 0.02110 -1.98727 -0.08295
C -0.19422 -0.57330 0.35527
N 3.39018 0.59968 0.23520
N -0.93414 0.64224 -1.55428
H -0.17232 1.52989 1.47938
H -0.27938 2.73200 -0.11019
H -1.70341 1.98018 0.62702
H 0.89784 -2.56448 0.03282
H -0.08929 -2.06482 -1.13986
H -0.83709 -2.52541 0.39018
H -0.36383 -0.32780 1.41837
H -0.80041 -0.20585 -2.02419
*
```

Values from the calculation:
LUMO level (alpha / beta), eV: -2.499 / -2.493
Total energy, eV: -8289.83747
Energy relative to the best compared isomer or geometry (same formula, charge and spin), kJ/mol: 497.75
Gap between HOMO and LUMO (alpha / beta), eV: 7.57 / 7.58
HOMO (alpha / beta), eV: -10.07 / -10.08

=====

# 2
Entry from OMol25: a structure of composition C31H35CrN3O5PS (wB97M-V/def2-TZVPD).

Geometry as ORCA input:
```
! RIJCOSX wB97M-V def2-TZVPD def2/J DEFGRID3
* xyz 0 4
Cr 1.66492 0.39886 0.14011
O 0.93464 -2.53985 0.38689
C 2.12205 -3.32171 0.40832
C 3.25121 -2.57264 -0.27094
N 3.43965 -1.20800 0.24465
C 4.54723 -0.56010 -0.46593
C 4.49011 0.95500 -0.29952
O 5.49322 1.62149 -0.45939
O 3.31097 1.42048 -0.02918
C 3.69975 -1.21483 1.69831
C 2.40229 -0.96002 2.46318
O 2.03440 -1.69271 3.36488
O 1.76621 0.09431 2.04194
H 0.67817 -2.37179 1.30248
H 1.94297 -4.25254 -0.13533
H 2.38254 -3.57921 1.43677
H 3.05372 -2.49683 -1.34154
H 4.17459 -3.15566 -0.14663
H 4.45307 -0.77156 -1.53151
H 5.51937 -0.93322 -0.13283
H 4.37939 -0.39570 1.93652
H 4.16335 -2.15057 2.01841
C -1.41988 -1.28800 -2.04643
C -2.53615 -1.49197 -1.06150
C -3.65587 -2.23852 -1.42021
C -4.70868 -2.43331 -0.54033
C -4.65524 -1.87333 0.72739
C -3.54565 -1.13038 1.09908
C -2.47964 -0.93402 0.22004
P -1.03582 0.08612 0.73212
C -1.20350 0.15827 2.56012
C -1.21866 1.41996 3.16401
C -1.22479 1.56132 4.53906
C -1.21405 0.42979 5.34198
C -1.19474 -0.81922 4.75345
C -1.18173 -0.98131 3.36913
C -1.13495 -2.39426 2.84794
C -1.57527 1.74406 0.20164
C -2.90142 2.09511 -0.04803
C -3.22267 3.37365 -0.47443
C -2.21249 4.31387 -0.64433
C -0.89537 3.97129 -0.38245
C -0.55250 2.68392 0.05058
C 0.87379 2.31458 0.31118
H -1.61947 -1.81947 -2.97737
H -0.46763 -1.63343 -1.64476
H -1.29910 -0.22573 -2.28492
H -3.69478 -2.67349 -2.41290
H -5.56542 -3.02159 -0.84428
H -5.46867 -2.01283 1.42841
H -3.50594 -0.70379 2.09408
H -1.22470 2.31125 2.55203
H -1.23474 2.55098 4.97825
H -1.21061 0.52018 6.42100
H -1.16981 -1.70703 5.37597
H -2.01807 -2.94886 3.17358
H -0.25601 -2.90349 3.25280
H -1.10961 -2.46750 1.76339
H -3.68734 1.36214 0.07256
H -4.25401 3.63531 -0.67470
H -2.45430 5.31672 -0.97573
H -0.10803 4.70869 -0.49930
H 1.12228 2.45314 1.37143
H 1.54997 2.98238 -0.22762
C 1.71111 0.16880 -5.42754
N 0.99514 1.10382 -4.57961
C 0.23587 2.18378 -5.00465
C -0.24214 2.79277 -3.90219
N 0.23807 2.08354 -2.82193
C 0.99433 1.05206 -3.23021
S 1.78916 -0.13021 -2.30782
H 1.41594 0.34410 -6.45832
H 1.45741 -0.84982 -5.14004
H 2.78557 0.31007 -5.32046
H 0.10883 2.40942 -6.04850
H -0.87819 3.65226 -3.78466
H 0.05636 2.27500 -1.84557
*
```

Values from the calculation:
LUMO level (alpha / beta), eV: 0.301 / 0.310
Total energy, eV: -95971.42359
Expectation value of S²: 3.816
Energy relative to the best compared isomer or geometry (same formula, charge and spin), kJ/mol: 27.11
Gap between HOMO and LUMO (alpha / beta), eV: 8.54 / 8.60
HOMO (alpha / beta), eV: -8.24 / -8.29

=====

# 3
Entry from OMol25: a structure of composition C15H24N2O3RbSSi at a distorted geometry (wB97M-V/def2-TZVPD).

Geometry as ORCA input:
```
! RIJCOSX wB97M-V def2-TZVPD def2/J DEFGRID3
* xyz -1 1
Rb -0.60784 -0.80040 -1.44216
C -3.47855 -4.29523 -1.38019
C -3.41306 -2.84312 -1.85527
C -4.82202 -2.30573 -2.10896
O -2.76464 -2.04441 -0.86916
C -2.59375 -2.79068 -3.22691
O -3.08171 -3.46075 -4.13729
O -1.56988 -2.09154 -3.22974
H -4.14837 -4.39682 -0.52179
H -2.48186 -4.62841 -1.09156
H -3.83907 -4.92639 -2.18723
H -5.46080 -2.45222 -1.23345
H -5.26122 -2.82184 -2.95776
H -4.76957 -1.24057 -2.33354
H -3.31150 -2.11662 -0.07474
C 1.76802 3.21220 5.06691
Si 1.82665 2.58600 3.24973
C 3.49975 1.67682 3.07131
C 1.81383 4.15863 2.16147
C 0.32469 1.47562 3.00368
C -0.61530 1.19135 3.96838
C -1.69067 0.35227 3.67206
C -1.76468 -0.16747 2.39434
N -0.88720 0.07681 1.43774
C 0.14981 0.88605 1.72236
S 1.28971 1.21796 0.51852
H 2.61465 3.86082 5.26780
H 1.80858 2.39558 5.78044
H 0.86730 3.78151 5.27237
H 4.31871 2.27475 3.46298
H 3.69532 1.46815 2.02631
H 3.49422 0.72731 3.59862
H 2.54613 4.88420 2.50607
H 0.83869 4.63676 2.16574
H 2.04449 3.89777 1.13551
H -0.52993 1.61392 4.96162
H -2.44291 0.11298 4.41121
H -2.58299 -0.82522 2.11674
C 4.05588 -0.80794 -5.15313
C 2.96451 0.26297 -5.20167
C 2.06185 0.09289 -4.08935
N 1.37355 -0.06024 -3.19292
H 4.77900 -0.64932 -5.95091
H 3.61534 -1.79536 -5.26495
H 4.57201 -0.77366 -4.19683
H 2.39243 0.18731 -6.12999
H 3.40238 1.26331 -5.14240
*
```

Values from the calculation:
LUMO level, eV: 2.152
Total energy, eV: -44439.41549
Energy relative to the best compared isomer or geometry (same formula, charge and spin), kJ/mol: 62.73
Gap between HOMO and LUMO, eV: 6.05
HOMO, eV: -3.90

=====

# 4
Entry from OMol25: a cluster of 6 separate species, C24H64N4O10 in total at a distorted geometry (wB97M-V/def2-TZVPD).

Geometry as ORCA input:
```
! RIJCOSX wB97M-V def2-TZVPD def2/J DEFGRID3
* xyz 0 1
C -1.92599 2.55575 -0.58418
O -1.22106 3.18453 0.45964
C -1.91443 4.21813 1.11776
C -1.36403 4.37847 2.50764
N -1.47606 3.16737 3.40371
C -0.22137 2.37186 3.26991
C -0.30865 1.08924 4.09626
O -1.17690 0.14951 3.49046
C -0.75125 -0.47983 2.27128
H -2.09819 3.15810 -1.48123
H -2.92946 2.29972 -0.21609
H -1.39820 1.63193 -0.80386
H -2.94699 3.85640 1.30697
H -2.08149 5.12203 0.52418
H -1.88781 5.12587 3.11552
H -0.34678 4.78721 2.51366
H -2.02381 2.56988 2.76812
H 0.66184 2.95071 3.55492
H 0.02593 2.05300 2.25283
H -0.58937 1.23019 5.13835
H 0.68683 0.62203 4.15844
H 0.30210 -0.73019 2.39585
H -0.90480 0.30758 1.52580
H -1.45653 -1.28863 2.11513
C -2.49744 -0.85596 -1.64341
O -2.57464 -1.77983 -2.69346
C -1.57367 -1.58372 -3.67162
C -1.98772 -2.15587 -5.02155
N -3.17575 -1.50149 -5.63307
C -2.91768 -0.35758 -6.49800
C -2.74586 0.98717 -5.79235
O -3.99645 1.33403 -5.20529
C -3.93028 2.42700 -4.31160
H -1.51987 -0.84687 -1.14402
H -3.30802 -1.03463 -0.94372
H -2.60601 0.17464 -2.00634
H -0.67959 -2.10376 -3.27940
H -1.23060 -0.54101 -3.71671
H -2.17882 -3.22544 -4.94355
H -1.09723 -2.07017 -5.65542
H -3.55047 -1.09548 -4.77122
H -3.78102 -0.21262 -7.15100
H -1.99480 -0.55641 -7.05050
H -2.54319 1.74449 -6.55934
H -1.99032 0.98442 -5.00235
H -3.60076 3.32533 -4.85294
H -3.20060 2.27854 -3.51158
H -4.96707 2.58004 -4.02841
C 2.03145 0.12671 0.01116
O 3.16620 0.95440 0.19484
C 3.22560 2.04165 -0.69455
C 2.26752 3.16487 -0.29363
N 2.23529 4.20565 -1.29704
C 1.08849 5.07596 -1.30429
C 1.19727 6.03583 -2.47620
O 0.19429 7.01780 -2.41149
C 0.18620 7.88973 -3.54151
H 1.97084 -0.47401 0.91968
H 2.26037 -0.58830 -0.78852
H 1.07853 0.63185 -0.15140
H 3.10420 1.77732 -1.75763
H 4.26978 2.36857 -0.65925
H 2.55802 3.49595 0.70482
H 1.25679 2.73239 -0.22283
H 2.33610 3.79648 -2.21763
H 0.85916 5.62798 -0.38253
H 0.11244 4.55406 -1.33022
H 1.12361 5.39677 -3.37170
H 2.16463 6.54374 -2.56282
H 0.15916 7.30999 -4.47206
H 1.09794 8.49208 -3.50523
H -0.77046 8.39890 -3.45064
C 6.58744 -7.47399 4.03917
O 5.26084 -7.68581 3.60676
C 4.93890 -6.81452 2.51595
C 3.79471 -7.40033 1.73225
N 2.51506 -7.44116 2.44015
C 1.93421 -6.09781 2.58684
C 0.43379 -6.18672 2.77483
O -0.21418 -4.93937 2.68582
C -0.32346 -4.35988 1.41117
H 6.73089 -7.98213 4.98914
H 6.76989 -6.40064 4.14301
H 7.33607 -7.86653 3.34236
H 5.83521 -6.79325 1.88732
H 4.68429 -5.82706 2.91786
H 4.18290 -8.38834 1.46065
H 3.68373 -6.85522 0.79419
H 2.70181 -7.78374 3.37701
H 2.20476 -5.51988 1.70168
H 2.34000 -5.59678 3.47633
H 0.17342 -6.57822 3.75701
H 0.04396 -6.88080 2.01831
H -1.05035 -3.55515 1.38306
H -0.58023 -5.10322 0.64420
H 0.68269 -4.00618 1.14653
O -3.59977 3.32599 5.57568
H -2.86743 3.46850 4.95108
H -4.01573 4.18851 5.67666
O -3.13804 -1.34736 4.90197
H -2.58264 -0.74973 4.36565
H -2.64188 -2.17125 4.94380
*
```

Values from the calculation:
LUMO level, eV: 0.167
Structure (SMILES): COCCNCCOC.COCCNCCOC.COCCNCCOC.COCCNCCOC.O.O
Total energy, eV: -52354.28030
Energy relative to the best compared isomer or geometry (same formula, charge and spin), kJ/mol: 211.23
Gap between HOMO and LUMO, eV: 9.20
HOMO, eV: -9.04

=====

# 5
Entry from OMol25: a cluster of 4 separate species, C22H28O5P2 in total (wB97M-V/def2-TZVPD).

Geometry as ORCA input:
```
! RIJCOSX wB97M-V def2-TZVPD def2/J DEFGRID3
* xyz 0 1
O -1.19472 -2.46797 0.81752
C -0.57626 -1.47925 0.53547
C -0.72955 -0.74400 -0.77071
P -2.07212 0.56663 -0.81515
C -1.14715 1.93524 -1.64926
C 0.09645 2.54225 -1.00232
O -0.18234 3.59468 -0.08667
P -2.44034 1.18536 1.25670
O -3.44409 0.28466 1.81239
O -2.90169 2.70762 1.13321
O -1.09332 1.29232 2.15417
H 0.15326 -1.05523 1.25637
H 0.22863 -0.31518 -1.07342
H -1.03928 -1.47161 -1.52235
H -0.79031 1.44435 -2.56415
H -1.84580 2.71797 -1.94694
H 0.72918 2.97390 -1.78312
H 0.68786 1.75833 -0.51545
H -0.04312 3.29868 0.81443
H -2.34656 3.32937 1.61293
H -0.27229 1.24833 1.65317
C -4.05204 -3.31227 6.12073
C -2.78090 -3.85796 6.23735
C -1.85273 -3.67089 5.22177
C -2.19600 -2.94381 4.08948
C -3.46707 -2.39691 3.97135
C -4.39306 -2.58287 4.98950
H -4.77638 -3.45425 6.91319
H -2.51448 -4.42841 7.11844
H -0.86068 -4.09639 5.31228
H -1.47680 -2.79572 3.29449
H -3.72825 -1.81947 3.09440
H -5.38358 -2.15460 4.90000
C 3.19578 -0.55173 2.09864
C 4.50301 -0.98329 2.27434
C 5.45659 -0.72222 1.29986
C 5.10708 -0.03122 0.14769
C 3.80019 0.39945 -0.03170
C 2.85036 0.13735 0.94496
H 2.45186 -0.75468 2.85920
H 4.77760 -1.52376 3.17061
H 6.47575 -1.05878 1.43868
H 5.85278 0.17215 -0.60973
H 3.52471 0.93840 -0.93007
H 1.83111 0.47458 0.80180
C 0.92728 0.41843 -7.03153
C 0.07210 1.43798 -7.42777
C -0.19905 2.49313 -6.56743
C 0.38606 2.52702 -5.30946
C 1.23919 1.50650 -4.91310
C 1.51128 0.45115 -5.77266
H 1.13907 -0.40221 -7.70464
H -0.38451 1.40962 -8.40864
H -0.86537 3.28787 -6.87678
H 0.17822 3.35156 -4.63819
H 1.69698 1.53372 -3.93073
H 2.17748 -0.34396 -5.46316
*
```

Values from the calculation:
LUMO level, eV: 0.077
Structure (SMILES): O=CCP(CCO)P(=O)(O)O.c1ccccc1.c1ccccc1.c1ccccc1
Total energy, eV: -52084.44505
Gap between HOMO and LUMO, eV: 8.82
HOMO, eV: -8.75